{
  "formula": "C36H94N10O13",
  "method": "the ωB97M-V functional and the def2-TZVPD basis",
  "e_homo_ev": -7.757,
  "orbital_gap_ev": 8.308,
  "symbols": ["H", "H", "H", "C", "O", "H", "C", "N", "H", "H", "H", "C", "C", "H", "H", "O", "C", "C", "H", "H", "H", "H", "H", "H", "H", "N", "H", "H", "H", "C", "O", "C", "O", "H", "N", "O", "H", "H", "H", "C", "C", "H", "O", "H", "H", "C", "H", "H", "H", "H", "H", "H", "H", "H", "H", "N", "N", "H", "C", "O", "H", "H", "H", "C", "H", "H", "H", "N", "H", "H", "C", "H", "H", "H", "H", "H", "H", "H", "H", "C", "H", "H", "C", "H", "C", "H", "C", "H", "O", "H", "H", "C", "H", "H", "H", "H", "H", "H", "H", "C", "H", "O", "H", "O", "C", "H", "H", "C", "C", "H", "H", "C", "C", "H", "H", "O", "N", "C", "H", "H", "C", "C", "H", "H", "H", "C", "H", "N", "H", "C", "H", "O", "N", "C", "H", "O", "H", "N", "H", "C", "H", "C", "H", "C", "H", "H", "H", "H", "H", "C", "H", "C", "H"],
  "coordinates": [[-10.6266, -24.7814, -18.3473], [-10.1274, -13.5854, -7.8817], [-7.9712, -10.6414, -6.2344], [-4.7664, -12.2314, -10.6006], [-6.1436, -15.9639, -7.2685], [-8.2035, -20.7051, -11.5605], [-0.9731, -20.8998, -7.7997], [-7.5645, -22.1614, -8.8337], [-6.5173, -17.8184, -7.8708], [-11.0255, -24.7107, -8.9198], [-13.0033, -21.7869, -13.7516], [-13.8213, -17.4214, -4.8554], [-10.7888, -13.3083, -7.0608], [-4.3351, -13.2324, -10.6087], [-10.1353, -21.0628, -8.1887], [0.6747, -20.0618, -6.3894], [0.2070, -21.2791, -6.8719], [-10.2873, -12.0715, -6.3454], [-7.4292, -11.6576, -4.9086], [-3.2946, -21.4938, -9.4003], [-4.8973, -22.0093, -10.8401], [-4.1685, -11.5129, -10.0399], [-2.7212, -19.9129, -10.0470], [-8.3239, -13.8095, -9.2315], [-13.8974, -23.0556, -12.2270], [-6.9903, -18.6011, -8.2995], [-10.2382, -22.7135, -7.6933], [-7.5944, -21.4125, -6.9512], [-7.8191, -23.0283, -9.2852], [-11.6543, -25.1478, -9.6956], [-12.6979, -17.9889, -11.7775], [-8.1931, -18.3808, -8.9131], [-8.6242, -17.3128, -9.0229], [-4.9512, -20.4831, -11.5903], [-12.5216, -21.6100, -12.8817], [-13.1899, -16.3693, -5.5120], [-1.1790, -21.8633, -8.2660], [-12.4387, -15.0763, -8.0319], [-8.2304, -22.8898, -18.4292], [-12.3121, -19.3991, -11.5373], [1.5100, -20.1210, -5.2977], [-3.7780, -10.3374, -12.4189], [-12.5938, -24.3080, -10.3309], [-14.7812, -17.5970, -5.3409], [-12.1064, -16.1440, -11.2969], [-9.6580, -21.8026, -7.5461], [-12.1196, -19.5854, -13.5694], [-8.4354, -24.2708, -17.4297], [-7.9472, -21.6422, -16.2593], [-6.4740, -14.1294, -12.6654], [-1.8214, -19.8642, -6.3005], [-8.8488, -10.4550, -4.7687], [-7.0303, -15.8193, -12.5672], [-9.4553, -25.8881, -21.4767], [-10.7019, -17.1730, -11.5833], [-11.1197, -14.5566, -6.3315], [-9.5862, -22.7004, -16.8429], [-10.8559, -23.2338, -19.0598], [-7.0079, -15.2784, -6.7509], [-5.1614, -11.8775, -11.9644], [-10.9536, -25.2589, -20.9806], [-9.8711, -21.9084, -17.4012], [-0.6856, -20.0972, -8.4789], [-3.1502, -19.8640, -7.8812], [-11.3514, -19.6457, -11.0853], [-13.8107, -20.0134, -13.1929], [-13.9606, -17.2888, -3.7825], [-8.2839, -15.5063, -6.8892], [-11.4719, -17.4298, -6.3553], [-6.2006, -25.7377, -6.6841], [-12.7697, -20.1475, -12.8990], [-8.2375, -20.3106, -9.2913], [-12.3179, -25.8811, -9.2374], [-8.9805, -14.8030, -6.6889], [-7.0468, -14.7084, -9.8942], [0.9470, -21.8539, -7.4287], [-5.1925, -24.9485, -5.4284], [-5.1371, -9.7600, -11.4869], [-8.3068, -23.3898, -5.6754], [-8.6082, -22.3828, -15.8092], [-0.1574, -21.9100, -6.0611], [-9.1233, -15.4379, -10.9466], [-5.2266, -20.9854, -10.6629], [-11.0858, -11.9128, -5.6206], [-11.7205, -15.4854, -7.3213], [-6.5936, -22.3677, -8.6471], [-13.1199, -22.3920, -11.8485], [-11.6643, -12.9592, -7.6083], [-8.5039, -14.2568, -12.5589], [-10.2890, -26.3556, -19.8402], [-6.3079, -21.1157, -10.7065], [-4.8492, -10.4670, -12.2650], [-9.5938, -21.7373, -11.8154], [-11.3828, -22.6056, -10.3878], [-12.9899, -19.7807, -10.7737], [-7.4647, -13.5615, -5.5748], [-11.9391, -14.4328, -5.7542], [-9.5603, -20.1589, -12.5622], [-5.4114, -10.2833, -13.1805], [-8.9384, -21.0158, -12.3032], [-10.0723, -21.3032, -14.4442], [-9.0368, -12.3440, -5.8576], [-6.8317, -12.6731, -11.3738], [-4.7708, -20.3800, -9.5585], [-6.0749, -12.3401, -9.6598], [-5.8760, -13.0510, -8.8578], [-10.0880, -21.7717, -6.5450], [-10.0835, -23.9667, -18.8263], [-8.9958, -23.4735, -17.9179], [-11.3531, -23.6448, -11.8025], [-6.5523, -19.5012, -8.4340], [-12.3322, -16.8015, -6.5858], [-3.3708, -20.4090, -9.3258], [-6.3020, -11.3244, -9.3359], [-2.8516, -18.8218, -7.9935], [-9.3780, -24.4722, -20.0646], [-2.1620, -20.5322, -6.9771], [-12.0056, -23.2155, -11.0422], [-6.7560, -25.1350, -5.0558], [-5.8478, -14.0692, -5.7778], [-7.8294, -14.0066, -10.1826], [-8.8231, -14.4394, -11.2644], [-9.5687, -19.4351, -9.9752], [-8.3529, -16.1996, -7.6204], [1.1610, -20.7778, -4.5009], [-7.2317, -14.8387, -12.9984], [-8.4175, -24.3205, -7.2138], [-8.6976, -19.4282, -9.4642], [-4.0810, -19.7130, -7.3346], [-8.1444, -22.1751, -7.5025], [-7.2504, -14.9060, -14.0862], [-8.3290, -21.5180, -13.4555], [-6.8134, -14.1630, -6.0586], [-7.9308, -23.4958, -6.6930], [-10.2775, -11.2246, -7.0315], [-6.5113, -23.6920, -6.5291], [-7.8721, -23.1598, -15.6029], [-7.2317, -12.7024, -10.4468], [-11.8220, -17.4591, -10.1387], [-10.0022, -25.6055, -20.5771], [-11.0697, -25.7385, -10.4008], [-6.1534, -24.9399, -5.9429], [-13.6841, -21.8581, -11.0838], [-8.3080, -11.1954, -5.3581], [-9.6111, -23.0075, -13.9643], [-12.9669, -17.3692, -7.2662], [1.4825, -19.0430, -5.1390], [-13.3517, -18.4043, -4.8930], [-9.6778, -13.7796, -11.1151], [-11.7142, -17.1542, -11.1796], [2.5286, -20.4332, -5.5281], [-9.2923, -22.0637, -14.4066], [-10.9086, -15.9154, -7.9078]],
  "mulliken_charge": [0.27, 0.32, 0.33, -0.76, -0.78, -0.02, -0.29, -0.49, 0.22, 0.04, 0.29, -0.83, -1.09, 0.34, 0.30, -0.26, -0.81, -0.85, 0.24, 0.39, 0.46, 0.49, 0.26, 0.00, 0.36, 0.08, 0.02, 0.24, 0.27, -0.53, -0.50, 0.27, -0.94, 0.34, 0.08, -0.34, 0.31, 0.37, 0.30, 0.53, -0.74, 0.29, -0.44, 0.30, 0.31, -1.33, 0.27, 0.34, 0.45, 0.04, 0.27, 0.36, 0.19, 0.26, 0.26, -0.41, -0.28, 0.32, 0.41, -0.37, 0.32, 0.27, 0.29, -0.67, -0.60, 0.36, 0.28, -0.04, 0.36, 0.30, -1.03, -0.59, 0.31, 0.34, 0.38, 0.40, 0.27, 0.33, 0.46, -0.88, 0.35, -0.12, -0.46, 0.35, -0.08, 0.27, -0.78, 0.72, -0.48, 0.32, -0.26, -0.78, 0.05, -0.13, 0.38, 0.28, 0.45, 0.37, 0.25, -0.25, 0.05, -0.24, 0.28, -0.07, -0.50, 0.16, 0.51, -0.45, -0.60, 0.12, 0.02, -0.74, -0.55, 0.40, 0.40, -0.32, -0.46, 0.40, 0.31, 0.23, -0.24, 0.18, -0.45, 0.09, 0.32, -0.35, 0.38, 1.47, 0.40, 0.46, 0.26, -0.46, -0.20, -0.94, 0.45, -0.27, 0.35, -0.33, 0.22, -0.75, 0.33, -0.81, 0.23, -0.89, 0.10, 0.46, 0.24, 0.31, 0.40, -0.48, 0.27, 0.04, -0.19]
}